No. 1
C20H20Br2N3O8W | ωB97M-V/def2-TZVPD

Output
**Net charge**: +1
**Gap between HOMO and LUMO (spin up / spin down)**: 6.1 / 6.1 eV
**Relative energy (zero: lowest compared OMol25 entry of this formula, charge and spin)**: 0.355 eV
**HOMO energy (spin up / spin down)**: -11.17 / -11.17 eV

Atoms and positions in Å:
W  -0.732  0.001  -0.177
O  2.491  1.321  0.823
C  1.395  1.344  1.267
O  0.539  0.258  1.229
C  0.727  2.553  1.885
C  -0.533  2.165  2.673
C  -1.079  3.367  3.441
C  -1.736  4.195  2.308
C  -1.396  3.353  1.088
O  -1.494  1.998  1.595
C  0.108  3.461  0.762
C  0.322  2.966  -0.642
O  0.791  3.583  -1.540
O  -0.203  1.720  -0.850
H  1.469  3.084  2.474
H  -0.452  1.245  3.238
H  -0.279  3.901  3.952
H  -1.807  3.056  4.187
H  -1.344  5.208  2.224
H  -2.815  4.257  2.435
H  -2.057  3.475  0.234
H  0.473  4.482  0.802
C  -0.636  -3.455  3.295
O  -1.479  -2.338  2.910
C  -1.212  -1.757  1.769
O  -0.336  -2.108  0.958
N  -1.929  -0.692  1.395
N  -2.465  0.573  -0.908
H  -1.264  -4.109  3.888
H  0.188  -3.077  3.893
H  -0.257  -3.967  2.417
H  -2.623  -0.327  2.032
H  -3.285  0.777  -0.353
H  -2.585  0.915  -1.854
C  -3.255  -2.503  -0.720
C  -2.177  -2.453  -1.751
C  -2.287  -3.334  -2.841
C  -1.334  -3.416  -3.807
C  -0.172  -2.643  -3.684
C  0.936  -2.647  -4.563
Br  0.914  -3.722  -6.111
C  2.022  -1.879  -4.298
C  2.074  -1.072  -3.137
Br  3.578  -0.035  -2.752
C  1.025  -1.049  -2.283
O  0.968  -0.338  -1.160
C  -0.107  -1.800  -2.564
N  -1.113  -1.655  -1.644
H  -4.140  -2.983  -1.130
H  -3.514  -1.522  -0.357
H  -2.912  -3.105  0.125
H  -3.165  -3.962  -2.901
H  -1.459  -4.088  -4.646
H  2.864  -1.891  -4.976



No. 2
C3H4N2O2 | ωB97M-V/def2-TZVPD

Output
**Gap between HOMO and LUMO**: 10.4 eV
**Relative energy (zero: lowest compared OMol25 entry of this formula, charge and spin)**: 2.792 eV
**Structure (SMILES)**: [H]/N=C(\N)[C@H]1OC1=O
**HOMO energy**: -9.87 eV

Atoms and positions in Å:
H  -0.165  -2.273  0.314
N  0.363  -1.408  0.277
C  -0.373  -0.384  0.103
N  -1.733  -0.350  -0.079
C  0.379  0.911  0.059
O  1.452  1.029  1.098
C  1.813  0.765  -0.148
O  2.783  0.524  -0.786
H  -2.176  -1.179  -0.445
H  -2.211  0.516  -0.257
H  -0.131  1.850  -0.136



No. 3
C6H10O4 | ωB97M-V/def2-TZVPD

Output
**Gap between HOMO and LUMO**: 9.5 eV
**Relative energy (zero: lowest compared OMol25 entry of this formula, charge and spin)**: 3.642 eV
**Structure (SMILES)**: O[C@@H]1O[C@@H]1O.CC(C)=C=O
**HOMO energy**: -8.92 eV

Atoms and positions in Å:
O  1.543  1.767  -2.537
C  0.404  2.298  -1.953
O  -0.765  1.494  -1.928
C  -0.654  2.441  -2.933
O  -0.519  2.142  -4.230
H  2.016  1.093  -1.859
H  0.836  2.839  -1.091
H  -1.390  3.318  -2.903
H  0.224  1.561  -4.372
C  0.886  -1.766  2.714
C  0.381  -1.018  1.440
C  -0.987  -1.159  0.907
C  1.295  -0.526  0.641
O  1.991  0.119  -0.086
H  1.350  -1.064  3.343
H  -0.148  -2.023  3.246
H  1.292  -2.788  2.600
H  -1.190  -0.533  0.061
H  -1.734  -0.677  1.565
H  -1.240  -2.213  0.775